Molecular formula: C51H86Br22N3O5PS
Method: DFT, the ωB97M-V functional and the def2-TZVPD basis

Positions of all 169 atoms, in Å:
Br (8.156, 5.997, -1.345)
Br (6.707, 1.030, -3.963)
Br (2.710, -2.151, -2.192)
Br (1.689, 8.889, 0.484)
Br (-4.847, -5.113, 5.225)
Br (3.645, 2.558, 6.498)
Br (0.825, -10.499, -7.316)
Br (9.847, 2.746, -1.796)
Br (0.388, 3.227, 8.090)
Br (-2.777, -7.560, 3.401)
Br (3.355, 1.873, -2.664)
Br (2.208, 6.392, -3.120)
Br (-0.100, -10.958, 0.812)
Br (5.844, -4.445, -5.125)
Br (3.208, 10.044, 3.646)
Br (-1.800, 5.233, -2.783)
Br (0.991, 3.204, -4.611)
Br (0.043, -3.075, -4.561)
Br (-4.141, 3.013, -4.557)
Br (3.099, -5.282, -7.423)
Br (-0.712, -7.182, -6.779)
Br (-1.975, -7.941, -0.193)
S (-2.887, 5.374, 2.740)
P (-0.732, 2.605, 1.627)
O (-3.816, 6.379, 3.135)
O (-5.413, -2.788, 1.921)
O (-2.953, 4.222, 3.594)
O (-5.768, 0.867, -0.719)
O (-1.364, 5.888, 2.796)
N (-3.664, 0.778, 5.351)
N (-2.777, -2.082, 3.443)
N (-5.496, -1.282, 0.117)
C (-3.234, 2.490, 0.009)
C (0.339, -7.845, -8.277)
C (2.159, 3.868, 8.569)
C (-1.909, 1.199, 1.801)
C (9.292, 5.372, -2.796)
C (1.758, -2.223, -4.895)
C (-2.331, 1.375, 5.169)
C (-1.181, 0.340, 5.102)
C (1.925, 4.705, -5.428)
C (-1.533, -1.171, -2.140)
C (-1.066, -3.824, 3.890)
C (-4.391, 4.836, -3.923)
C (-0.785, -2.166, -1.542)
C (0.339, 3.232, 4.214)
C (-3.925, 3.605, 0.873)
C (-3.148, 5.663, -4.121)
C (-1.488, -3.116, -0.827)
C (-2.365, -9.818, -0.522)
C (0.124, 3.694, -0.828)
C (-2.850, -3.061, -0.721)
C (-2.019, -10.668, 0.672)
C (2.833, -2.814, -4.025)
C (-5.108, -2.020, -1.095)
C (-3.928, 0.291, 0.863)
C (-3.866, -0.859, 1.669)
C (0.306, -4.267, 3.322)
C (-0.781, -0.126, 3.653)
C (-5.000, -1.804, 1.350)
C (-3.598, -2.056, -1.298)
C (-4.448, -6.972, 5.648)
C (0.007, -9.279, -8.593)
C (9.030, 3.924, -3.113)
C (0.854, 9.681, 2.054)
C (0.071, 2.326, -0.062)
C (-1.877, 0.072, 2.628)
C (4.830, -4.471, -7.793)
C (1.388, -3.177, 3.512)
C (2.980, 5.278, -4.516)
C (4.712, 0.679, -1.938)
C (-2.842, -0.943, 2.573)
C (-2.901, -1.115, -2.029)
C (2.976, 4.180, 7.343)
C (1.708, 10.773, 2.640)
C (5.920, -5.090, -6.958)
C (0.694, 2.726, 2.777)
C (-3.017, 1.284, 0.915)
C (-3.021, -7.317, 5.317)
C (-5.154, 0.106, -0.007)
C (-3.150, 4.924, 1.004)
C (-1.981, -3.172, 2.807)
C (6.095, 1.242, -2.124)
H (2.126, 11.436, 1.888)
H (-5.168, -7.579, 5.109)
H (-0.705, 3.778, -1.562)
H (7.973, 3.680, -3.143)
H (0.209, 0.212, 3.347)
H (-0.568, 1.655, -0.644)
H (-2.333, 2.799, -0.523)
H (3.818, -2.509, -4.371)
H (0.660, 8.873, 2.749)
H (0.301, -2.208, -1.595)
H (9.039, 6.000, -3.648)
H (-2.743, -8.270, 5.764)
H (6.161, 2.300, -1.888)
H (6.899, -4.795, -7.330)
H (-1.619, -4.708, 4.255)
H (1.383, -7.698, -8.020)
H (0.079, -7.200, -9.114)
H (-2.341, -10.229, 1.613)
H (3.641, 5.942, -5.070)
H (-2.451, -11.662, 0.571)
H (-2.389, 2.060, 4.320)
H (1.972, -2.408, -5.946)
H (3.572, 4.513, -4.020)
H (-2.227, 4.951, 0.433)
H (4.572, -0.285, -2.420)
H (-2.687, 5.516, -5.093)
H (2.793, -3.898, -3.973)
H (-0.871, 5.123, 3.147)
H (-0.972, -0.416, -2.692)
H (-0.298, 0.640, 5.677)
H (-3.381, -3.833, -0.161)
H (-5.461, -3.058, -1.078)
H (4.719, -3.404, -7.622)
H (0.914, 4.148, 4.421)
H (-3.366, 6.721, -3.984)
H (1.374, 1.864, 2.811)
H (1.990, 4.770, 9.154)
H (9.489, 3.650, -4.061)
H (-1.302, -2.739, 2.061)
H (0.660, -5.186, 3.804)
H (1.386, -2.811, 4.546)
H (-3.960, 2.195, -0.757)
H (6.817, 0.694, -1.521)
H (1.064, 3.786, -1.382)
H (-0.680, -1.212, 3.758)
H (-4.625, -7.066, 6.718)
H (-3.600, -0.109, 5.834)
H (-1.822, -10.102, -1.418)
H (2.415, 4.721, 6.586)
H (1.623, -1.156, -4.737)
H (0.418, -9.561, -9.561)
H (-3.766, 5.743, 0.612)
H (2.385, 4.293, -6.325)
H (2.371, -3.644, 3.353)
H (-1.060, -9.479, -8.583)
H (5.012, -4.649, -8.851)
H (-4.137, 0.673, 4.462)
H (-0.713, 3.509, 4.315)
H (1.169, 5.431, -5.713)
H (-0.873, -3.127, 4.712)
H (-2.154, 1.993, 6.065)
H (-3.726, -2.440, 3.524)
H (-4.884, 3.842, 0.393)
H (0.215, -4.471, 2.245)
H (-0.093, 10.084, 1.701)
H (3.865, 4.750, 7.610)
H (-2.604, -3.958, 2.365)
H (0.015, 4.560, -0.158)
H (4.476, 0.588, -0.879)
H (-3.419, -0.301, -2.537)
H (10.319, 5.564, -2.500)
H (-2.315, -6.554, 5.631)
H (1.103, 1.974, 0.040)
H (-1.557, -0.552, 5.627)
H (1.296, -2.360, 2.787)
H (0.684, 2.499, 4.943)
H (-4.695, 4.769, -2.883)
H (5.864, -6.173, -6.914)
H (-0.903, -3.902, -0.348)
H (2.611, 3.110, 9.201)
H (1.139, 11.357, 3.360)
H (-5.558, -1.577, -1.992)
H (-5.214, 5.234, -4.514)
H (1.332, 3.525, 2.360)
H (-4.187, 3.168, 1.841)
H (-3.434, -9.857, -0.720)

Values from the calculation:
Gap between HOMO and LUMO, eV: 7.80
HOMO energy, eV: -7.8
Structure (SMILES): CCCCNc1c(CCCN)c(P(CC)CC)c(CCCS(=O)(=O)O)c2c1C(=O)N(Cc1ccccc1)C2=O.BrCCBr.BrCCBr.BrCCBr.BrCCBr.BrCCBr.BrCCBr.BrCCBr.BrCCBr.BrCCBr.BrCCBr.BrCCBr